Below is a molecular structure, C33H45HgN5O, with properties calculated with ωB97M-V/def2-TZVPD.

Each line ends with the Löwdin charge.
Positions of all 85 atoms, in Å:
C -1.142926 -1.289959 -2.407960  -0.35
H -4.857845 -0.085074 -3.075140  0.05
C 2.274191 1.664148 -2.270116  -0.51
H 6.788621 2.034456 -0.174427  0.07
H -6.667060 -3.939684 0.685850  0.06
C 1.880582 0.994215 3.023119  -0.09
C 4.884821 1.379370 -3.409894  -0.16
H 6.632305 0.531802 -1.109569  0.08
H 5.962989 -2.903089 0.269118  0.07
H 0.486040 2.408378 -1.743312  0.11
H 0.863606 3.556228 2.149776  0.06
H -2.218862 2.558556 -0.051298  0.06
H 0.936054 2.967780 0.462696  -0.02
C -1.502586 1.213035 1.454565  -0.28
H -3.147301 2.571070 1.458700  0.06
C -3.538337 -4.133866 -0.492083  0.00
H 3.499518 2.370876 0.158458  0.05
C -4.853128 -3.675790 -0.354480  -0.32
H -2.305165 -2.112578 1.846401  0.05
C -0.291609 -0.358607 2.637828  -0.28
H -3.703070 -0.730060 -4.523712  0.06
N 4.763745 -1.327833 -0.336659  -0.13
C 3.822390 -2.327625 -0.805981  -0.08
H -0.818120 -3.512614 -2.530611  0.06
H 5.202900 3.293490 -2.308040  0.10
H 4.298145 2.202346 1.755181  0.08
C 4.223880 -0.100404 0.004141  -0.48
C 6.470788 0.989935 -0.122943  -0.09
H 1.896086 1.680541 3.883786  0.06
C -2.654879 -3.375244 -1.338458  -0.17
C 3.904616 0.410860 -3.762977  -0.12
H 6.306470 -1.367557 1.104561  0.08
H -1.244427 -4.955063 -1.606441  0.06
C -0.235425 1.777625 1.778612  -0.27
H 3.004318 -2.495129 -0.088490  0.07
H 0.224616 -1.519807 4.379196  0.06
N 3.186954 2.655233 -2.305495  0.02
H -1.461219 1.163449 -4.343789  0.07
C -5.838074 -4.554936 0.337683  -0.09
H -3.335766 1.220522 0.337000  0.04
H -0.546172 -3.574158 -0.777095  0.06
H 1.138271 -1.911034 2.912730  0.05
H -5.760278 -0.036100 -1.580482  0.06
H 4.244424 -0.471339 -4.395469  0.10
O 2.995859 0.035812 0.061987  -0.08
H -6.224168 -5.311413 -0.353985  0.07
C -4.772393 -0.240272 -1.987820  -0.05
H 5.129573 3.038649 0.428680  0.07
H 1.821105 -0.166336 -3.496320  0.04
H -4.094296 0.539216 -1.582453  0.09
C 1.617708 2.085957 -1.073550  -0.01
C 0.509837 0.809538 2.512750  -0.27
C -1.253866 -3.857228 -1.578277  -0.09
H -0.544971 3.752496 1.067393  0.05
H 2.311150 0.039534 3.346388  0.06
H -0.555649 -2.428516 3.068751  0.05
C 4.454179 2.211321 0.666576  -0.06
C -4.405625 -1.643421 -1.599789  -0.19
C -5.316213 -2.450495 -0.833200  -0.01
C 6.042589 -1.820236 0.139907  -0.09
C -1.528392 -0.120678 1.967338  -0.29
H 3.381903 -2.015331 -1.762934  0.07
C 2.570290 0.627505 -3.261589  -0.09
N -0.779831 -0.564994 -3.496981  -0.09
H -3.231396 -0.910498 0.932724  0.05
C 0.272847 3.085686 1.353716  -0.12
C -2.862203 -0.629599 -3.939027  -0.08
H -3.166639 -5.053394 -0.062527  0.11
H 2.539702 1.410686 2.251847  0.03
C 4.458613 2.503923 -2.640272  -0.20
H -6.323565 -2.076964 -0.689626  0.10
H -3.344319 -0.952457 2.706834  0.06
C -3.224356 -2.254550 -1.955552  -0.22
H 4.370053 -3.263557 -0.953180  0.07
H 7.088662 0.483533 0.633802  0.06
N -2.451862 -1.635414 -2.892776  -0.05
C -2.655250 -1.071140 1.853730  -0.09
C -2.599841 1.917827 0.757563  -0.09
H 5.930357 1.321706 -3.718151  0.06
N 5.064589 0.959557 0.244924  -0.11
C 0.145144 -1.615964 3.284201  -0.11
H 6.840705 -1.625946 -0.591376  0.07
Hg 0.472491 -0.659161 -1.028932  1.00
H -5.355274 -5.056751 1.176103  0.07
C -1.782900 0.214129 -4.054144  -0.14

Cartesian forces, eV/Å:
C -1.710 -0.037 -6.665
H 0.024 -0.013 0.710
C 3.214 -0.746 -2.190
H -0.048 -0.178 -0.072
H -0.144 -0.241 0.198
C 0.500 0.148 0.074
C -0.352 0.202 0.571
H -0.008 0.095 0.252
H 0.073 0.149 0.135
H 2.288 -0.313 2.023
H -0.044 0.221 0.047
H -0.165 -0.117 0.036
H -0.480 0.394 0.957
C 1.278 -0.881 0.556
H -0.139 0.073 -0.178
C 0.813 2.230 -1.829
H 0.002 -0.049 0.167
C -0.397 -0.282 0.396
H -0.162 0.082 -0.016
C -0.227 1.065 -0.812
H -1.934 -0.209 -0.623
N 0.518 -0.227 -0.062
C -0.333 0.006 -0.119
H -0.314 -0.109 0.548
H -0.974 -0.723 -0.672
H -0.032 0.141 -0.253
C -1.541 0.346 0.010
C -0.180 -0.170 0.052
H 0.196 0.013 0.097
C -1.786 -1.471 1.274
C -0.375 1.423 0.648
H 0.001 -0.193 -0.212
H -0.158 -0.048 0.121
C -0.482 -1.559 0.610
H 0.151 0.088 -0.176
H 0.006 -0.160 -0.002
N 2.146 1.528 0.450
H -0.289 1.178 -1.413
C -0.161 -0.160 0.166
H 0.091 0.099 0.000
H -0.438 0.166 -0.337
H -0.076 -0.155 0.126
H -0.174 0.093 0.235
H -0.984 1.155 0.843
O 2.002 -0.460 0.339
H -0.068 -0.042 0.140
C -0.560 0.469 -0.251
H -0.075 -0.136 -0.063
H 0.411 0.883 0.307
H -0.125 -0.649 -0.280
C -5.440 -1.661 -2.608
C -1.607 -0.022 -0.667
C 0.538 -0.766 -0.289
H -0.012 0.219 0.078
H 0.069 0.060 0.030
H 0.082 -0.071 0.066
C -0.101 0.135 0.475
C -2.159 -1.546 1.246
C 2.265 0.800 -1.149
C -0.092 0.146 -0.052
C 1.002 0.818 -0.119
H -0.003 -0.085 0.273
C 0.072 -1.797 0.257
N 3.829 3.698 3.758
H 0.003 -0.108 0.125
C 0.568 0.665 -0.445
C 2.347 -0.095 2.410
H -0.225 -0.079 0.201
H -0.160 -0.127 0.196
C 0.152 -0.625 -1.183
H -0.014 -0.216 0.335
H -0.212 -0.246 -0.116
C -0.180 0.040 0.104
H -0.114 0.121 -0.076
H 0.130 0.210 -0.288
N 0.599 2.380 -0.548
C -0.379 -0.202 0.142
C -0.356 0.332 -0.107
H -0.215 -0.236 0.129
N 0.596 -0.109 -0.182
C 0.199 -0.293 0.166
H 0.058 -0.106 0.281
Hg 0.485 1.357 1.184
H -0.228 -0.108 0.127
C -0.279 -5.397 0.385

Output
charge	-2
frontier orbital gap (spin up / spin down)	3.8 / 3.9	eV
HOMO (spin up / spin down)	0.5708 / 0.5147	eV
lowest unoccupied orbital energy (spin up / spin down)	4.414 / 4.416	eV



Below is 2 unconnected molecules or ions with the total composition C5H11NO, with properties calculated with ωB97M-V/def2-TZVPD.

Each line ends with the Löwdin charge.
Positions of all 18 atoms, in Å:
N 1.173113 -0.410675 2.286902  -0.11
C -0.455369 1.027956 1.387780  -0.12
C -0.153323 -0.183796 1.871928  -0.18
H -0.858632 -1.015813 1.782723  0.12
H 1.985922 0.220311 0.490663  0.08
H 1.517710 -1.512487 0.564832  0.08
C 1.985717 -0.676863 1.099816  -0.12
H -2.861253 2.334855 -0.666837  0.05
H 0.216676 1.841233 1.642496  0.11
C -1.439845 1.294280 0.371659  -0.21
H 1.271234 -1.162899 2.955278  0.10
C -1.890832 2.421055 -0.198422  0.00
H -2.013445 0.418331 0.084511  0.09
H -1.277289 3.274611 -0.446839  0.05
H 3.033344 -0.934585 1.240916  0.07
H -0.106617 -2.091293 -4.096920  0.03
H -0.069300 -2.890059 -5.317341  0.04
O -0.057813 -1.954160 -5.053137  -0.07

Cartesian forces, eV/Å:
N 0.358 -0.044 0.894
C 1.043 0.468 -0.819
C -0.190 0.304 -0.320
H 0.187 -0.017 -0.088
H -0.125 -0.045 -0.252
H 0.247 0.122 -0.479
C -0.181 -0.237 -0.480
H 0.186 0.171 -0.567
H 0.235 -0.025 -0.048
C -1.564 -0.341 0.654
H -0.146 -0.039 -0.037
C 0.581 -0.632 -0.566
H -0.426 -0.200 0.498
H -0.175 0.519 0.854
H -0.030 -0.007 0.756
H 0.012 0.590 0.015
H 0.033 0.478 -0.462
O -0.046 -1.065 0.448

Output
frontier orbital gap	8.8	eV
HOMO	-8.1511	eV
structure (SMILES)	C=C/C=C/NC.O
lowest unoccupied orbital energy	0.635	eV